This record from OMol25 describes 7 unconnected molecules or ions with the total composition C27H65FN4O28P6 in a non-equilibrium geometry. The level of theory is the ωB97M-V functional and the def2-TZVPD basis.

Cartesian coordinates (Å):
P1 0.283147 4.881719 6.400125
P2 4.556437 -5.744949 1.528131
P3 1.057517 -3.794192 -3.779052
P4 5.730234 -3.787299 -9.195702
P5 -5.113263 9.190018 4.818599
P6 -3.225612 0.921693 -2.682898
F1 -0.532243 -4.172367 2.095207
O1 1.106619 -3.114695 4.305098
O2 2.502746 -3.189736 -4.065080
O3 -2.531348 -0.335988 -2.383437
O4 -3.228282 -1.537261 4.705140
O5 6.725296 -3.484603 -10.386096
O6 3.373824 -4.754265 1.195062
O7 -0.201140 4.471942 4.952019
O8 -3.144634 2.018661 -1.554240
O9 0.903308 3.816018 7.181591
O10 5.346601 -5.083712 2.747252
O11 5.524211 -2.681580 -8.264398
O12 -5.184470 10.682004 5.379244
O13 -5.961984 9.186387 3.484239
O14 5.527595 -5.501059 0.300763
O15 0.049327 1.422060 1.011563
O16 0.115779 -3.224924 -4.914144
O17 1.208627 -5.304529 -4.222288
O18 0.592028 -3.597169 -2.408934
O19 4.176736 -7.136918 1.747344
O20 -4.782548 0.787093 -2.908038
O21 6.358404 -5.097391 -8.572317
O22 -0.971729 5.565608 7.105936
O23 -2.733336 1.631261 -4.022382
O24 -3.639628 9.091560 4.254612
O25 0.704145 1.085826 2.999553
O26 1.224007 6.113245 6.079179
O27 4.407223 -4.257762 -9.954574
O28 -5.468730 8.166095 5.796477
N1 -2.194857 -1.798700 0.611262
N2 -3.019453 -3.929106 -0.100659
N3 0.524780 0.610396 1.696990
N4 -4.520800 -2.166116 0.498877
C1 -2.109345 2.919029 -3.996174
C2 -2.281592 5.486371 6.534355
C3 2.694016 -2.131630 -5.010492
C4 6.428944 -2.343884 -11.198270
C5 0.058407 -1.036273 3.865361
C6 1.835766 6.762253 7.198659
C7 -5.214653 -0.140411 -3.911569
C8 -2.273776 -1.642578 4.018588
C9 0.235556 -2.524269 3.764480
C10 6.749941 -6.243491 0.293197
C11 6.090111 -5.375167 -7.189039
C12 2.074742 -5.054615 1.739561
C13 -0.700152 -2.075854 -4.608419
C14 -1.965861 1.980307 -0.726753
C15 -0.843297 -3.197495 2.943079
C16 1.199818 -0.028367 3.784597
C17 2.041019 -6.134728 -3.403505
C18 -2.586336 9.092650 5.223196
C19 -3.265502 -2.826404 0.808770
C20 -1.171115 -0.619586 3.995686
C21 -6.103511 11.635470 4.842517
C22 -3.238047 -3.317687 2.282326
C23 -2.071074 -2.777196 3.058532
C24 4.800280 -3.977520 3.470461
C25 -0.606475 3.109257 4.749897
C26 -7.316247 8.714298 3.554532
C27 3.872584 -5.570941 -9.773266
H1 -0.233509 -1.441062 -3.856925
H2 3.087639 -5.850892 -3.524055
H3 -1.674684 -2.401085 -4.251531
H4 6.875950 -4.943985 -6.572519
H5 -6.292137 -0.247671 -3.830468
H6 -1.428879 0.426980 4.075014
H7 -2.778972 8.350077 5.997136
H8 -4.143505 -2.912813 2.732608
H9 -4.747766 -1.114643 -3.763761
H10 -7.131080 11.323315 5.032641
H11 5.543762 -2.536869 -11.806029
H12 3.546968 -5.711118 -8.741739
H13 -4.480756 -1.866955 -0.469689
H14 -1.295259 -2.248380 0.508298
H15 7.418020 -5.873348 1.072410
H16 -2.416107 -1.232230 -0.197968
H17 1.551541 0.333427 4.743261
H18 1.756517 -6.050868 -2.354619
H19 1.911916 -7.164227 -3.725035
H20 -2.960028 6.065151 7.155935
H21 -2.764973 3.658035 -3.538479
H22 -1.654552 8.846989 4.720723
H23 -7.341356 7.648306 3.338761
H24 7.222916 -6.106070 -0.675381
H25 5.125269 -4.975056 -6.878778
H26 7.277621 -2.165676 -11.852461
H27 -1.119760 1.574619 -1.277827
H28 -5.943574 11.769826 3.773527
H29 -1.161876 2.872697 -3.458519
H30 -1.376039 3.092081 3.979346
H31 -7.754219 8.895821 4.535220
H32 -1.016261 2.675400 5.663427
H33 2.152919 -5.591594 2.684154
H34 -2.043166 -4.181762 -0.071475
H35 -2.164342 1.357424 0.140892
H36 -2.288120 5.903277 5.528012
H37 2.182821 -1.227438 -4.677198
H38 1.563291 -4.122676 1.911238
H39 3.758286 -1.922675 -5.076013
H40 -5.930632 12.583859 5.344455
H41 -4.497923 -1.304665 1.035990
H42 2.574514 7.463342 6.820381
H43 -7.897159 9.247918 2.805491
H44 -4.967079 0.239557 -4.903750
H45 -2.493699 10.080390 5.676950
H46 4.606706 -6.329433 -10.041632
H47 -2.626619 4.452148 6.515714
H48 6.081084 -6.455066 -7.059064
H49 -3.164572 -3.613404 -1.050892
H50 4.602000 -3.138751 2.803773
H51 6.264517 -1.462304 -10.578576
H52 0.243158 2.523393 4.419260
H53 -0.826705 -1.499403 -5.522384
H54 -1.911805 3.213925 -5.023328
H55 1.084671 7.308730 7.771088
H56 -3.227450 -4.402742 2.319828
H57 3.885256 -4.271259 3.985819
H58 5.533359 -3.670015 4.212111
H59 3.009537 -5.672318 -10.426069
H60 2.002425 -0.465702 3.189483
H61 6.556728 -7.305130 0.448826
H62 -1.720603 2.987360 -0.399082
H63 2.335752 -2.426234 -5.995521
H64 1.510669 -5.652195 1.026420
H65 2.330617 6.034862 7.842244

Atoms 1-6, force components in eV/Å:
P 0.076 0.221 0.084
P 0.111 0.070 -0.068
P 0.069 -0.104 -0.033
P 0.007 0.115 -0.244
P 0.243 0.043 0.022
P -0.190 -0.008 -0.217

SMILES ... NC(N)(N)CC1=C(F)C(=O)C(CON=O)=CC1=O.COP(=O)(OC)OC.COP(=O)(OC)OC.COP(=O)(OC)OC.COP(=O)(OC)OC.COP(=O)(OC)OC.COP(=O)(OC)OC
LUMO ... -0.80 eV
Energy ... -5541.91872 a.u.
M ... 1098.7 g/mol

Löwdin population analysis, charges in e, atoms 1 to 2: atom 1 (P): 0.339, atom 2 (P): 0.338